1.
Formula: C39H43BrN5Pd
Source: OMol25
Level of theory: ωB97M-V/def2-TZVPD

Results
calculated total energy: -4487.35592 Eh
⟨S²⟩: 6.0661
energy above the lowest of the compared OMol25 structures with the same formula, charge and spin: 0.0385 eV
spin multiplicity: 5
total charge: +1

Last column: Mulliken spin population.
Geometry (Å):
Pd (-0.5577, 0.3794, 1.3372)  1.523
C (0.6287, 1.2481, -4.7357)  -0.001
C (-0.7833, 1.7399, -4.8886)  -0.001
C (-1.4483, 1.6700, -6.1091)  0.000
C (-2.7554, 2.1134, -6.2438)  0.000
C (-3.4272, 2.6498, -5.1548)  0.000
C (-2.7788, 2.7433, -3.9339)  0.001
C (-1.4722, 2.2880, -3.8049)  0.002
N (-0.8246, 2.3705, -2.5336)  0.003
C (-1.0408, 1.5086, -1.5019)  0.051
N (-1.9587, 0.5470, -1.7321)  0.005
C (-2.5674, -0.4032, -0.8750)  -0.243
C (-2.2010, -0.6074, 0.4497)  0.708
C (-2.8679, -1.5918, 1.1744)  -0.220
C (-3.8842, -2.3440, 0.6128)  0.020
C (-4.2374, -2.1217, -0.7109)  -0.011
C (-3.5932, -1.1622, -1.4734)  0.024
C (-3.9867, -0.9510, -2.9123)  0.005
N (-0.3866, 1.6213, -0.3761)  0.044
C (0.4384, 2.7692, -0.1768)  0.050
C (-0.1538, 3.9512, 0.2619)  -0.024
C (0.6198, 5.0654, 0.5409)  -0.008
C (1.9973, 4.9972, 0.3874)  0.020
C (2.5841, 3.8205, -0.0548)  -0.007
C (1.8237, 2.6914, -0.3497)  -0.017
C (2.4717, 1.4241, -0.8271)  -0.026
H (0.9601, 0.7421, -5.6404)  0.000
H (0.7143, 0.5502, -3.9003)  0.001
H (1.3197, 2.0722, -4.5430)  0.000
H (-0.9317, 1.2542, -6.9654)  0.000
H (-3.2497, 2.0425, -7.2035)  0.000
H (-4.4440, 3.0035, -5.2579)  0.000
H (-3.2724, 3.1717, -3.0701)  0.000
H (-0.0552, 3.0120, -2.4162)  -0.001
H (-2.3348, 0.5658, -2.6670)  -0.006
H (-2.5629, -1.8154, 2.1908)  0.003
H (-4.3886, -3.1064, 1.1922)  -0.001
H (-5.0278, -2.7062, -1.1656)  0.000
H (-4.8025, -1.6175, -3.1831)  0.000
H (-3.1589, -1.1570, -3.5993)  0.000
H (-4.3254, 0.0722, -3.1005)  0.000
H (-1.2292, 3.9763, 0.3932)  0.000
H (0.1509, 5.9781, 0.8835)  0.000
H (2.6142, 5.8580, 0.6082)  0.001
H (3.6596, 3.7714, -0.1776)  -0.001
H (3.5561, 1.5236, -0.8330)  -0.002
H (2.1488, 1.1719, -1.8399)  0.003
H (2.2034, 0.5786, -0.1916)  0.003
Br (1.5954, 1.9707, 3.1341)  0.014
C (0.2999, 1.1522, 4.2399)  0.009
C (0.3782, 1.2968, 5.6139)  0.004
C (-0.6190, 0.7143, 6.3773)  -0.002
C (-1.6437, 0.0268, 5.7437)  0.000
C (-1.6242, -0.0687, 4.3668)  0.003
N (-0.6574, 0.4767, 3.6168)  0.029
H (1.1886, 1.8545, 6.0588)  0.001
H (-0.5979, 0.8045, 7.4551)  0.000
H (-2.4470, -0.4296, 6.3034)  0.000
H (-2.4042, -0.5881, 3.8293)  -0.005
C (-0.1008, -3.7438, -0.9136)  0.012
C (1.1564, -2.9616, -1.2962)  0.076
C (0.8135, -1.6158, -1.9321)  0.039
C (2.1028, -2.8509, -0.1244)  0.128
C (3.2865, -3.5557, -0.1456)  -0.116
C (4.1646, -3.5634, 0.9343)  0.222
C (3.8571, -2.8668, 2.1016)  -0.113
C (2.7005, -2.1341, 2.2057)  0.121
C (2.2886, -1.4205, 3.4696)  0.102
C (3.4514, -1.0639, 4.3884)  0.005
C (1.2506, -2.2653, 4.2198)  0.015
C (1.8108, -2.0724, 1.0629)  0.199
N (0.8021, -1.2430, 1.1315)  1.387
H (-0.7398, -3.8807, -1.7879)  0.001
H (-0.6800, -3.2131, -0.1621)  0.000
H (0.1545, -4.7291, -0.5206)  -0.007
H (1.6916, -3.5495, -2.0463)  0.003
H (0.2753, -0.9713, -1.2364)  -0.027
H (0.1739, -1.7763, -2.8029)  -0.001
H (1.7154, -1.0950, -2.2590)  -0.001
H (3.5280, -4.1328, -1.0295)  0.004
H (5.0848, -4.1285, 0.8735)  0.005
H (4.5443, -2.9035, 2.9356)  0.006
H (1.8107, -0.4875, 3.1619)  -0.008
H (3.9081, -1.9536, 4.8256)  0.002
H (3.0890, -0.4499, 5.2143)  0.000
H (4.2251, -0.5017, 3.8643)  -0.002
H (1.6998, -3.2016, 4.5567)  -0.007
H (0.3953, -2.5083, 3.5876)  0.003
H (0.8887, -1.7297, 5.1005)  0.001

2.
Formula: C39H43ClP2PdSi2
Source: OMol25
Level of theory: ωB97M-V/def2-TZVPD

Results
calculated total energy: -3361.67076 Eh
⟨S²⟩: 2.0473
spin multiplicity: 3

Last column: Mulliken spin population.
Geometry (Å):
C (4.2700, 2.3744, -1.3338)  -0.077
C (3.7587, 1.0583, -1.5132)  0.148
C (2.3652, 1.1628, -1.8296)  0.012
H (4.3212, 0.1327, -1.4514)  0.004
C (2.0214, 2.5538, -1.8146)  0.042
C (3.2027, 3.2962, -1.5014)  0.100
H (3.2662, 4.3763, -1.4321)  0.011
H (5.2999, 2.6310, -1.1136)  0.000
H (1.6912, 0.3458, -2.0620)  0.008
H (1.0293, 2.9537, -2.0108)  0.014
Pd (2.5297, 1.9179, 0.3014)  0.392
Si (-2.0808, -1.9583, -2.9552)  0.023
C (-2.6488, -3.2928, -1.7497)  0.027
C (-3.7296, -3.0743, -0.8878)  0.004
H (-4.1976, -2.0964, -0.8542)  -0.014
C (-4.2227, -4.0928, -0.0663)  0.005
H (-5.0594, -3.8904, 0.5991)  0.000
C (-3.6242, -5.3529, -0.0963)  0.001
H (-3.9804, -6.1336, 0.5771)  0.000
C (-2.5796, -5.5995, -0.9924)  0.000
H (-2.1323, -6.6010, -1.0326)  0.000
C (-2.0944, -4.5763, -1.8065)  0.003
H (-1.2671, -4.7739, -2.4921)  0.000
C (-3.7602, -1.3262, -3.4616)  0.003
C (-4.4768, -2.0825, -4.3958)  -0.003
H (-4.0291, -2.9948, -4.7936)  0.000
C (-5.7628, -1.6959, -4.7672)  0.000
H (-6.3402, -2.3268, -5.4439)  0.000
C (-6.3142, -0.5068, -4.2749)  0.001
H (-7.3015, -0.1755, -4.6020)  0.000
C (-5.6222, 0.2387, -3.3145)  -0.004
H (-6.0309, 1.1670, -2.8941)  0.002
C (-4.3837, -0.2346, -2.8508)  0.011
H (-3.9315, 0.2503, -1.9845)  0.026
H (-1.5313, -2.5774, -4.1648)  0.011
Si (-1.7883, -0.6350, 0.9066)  0.034
C (-1.7509, 0.0358, -0.8767)  0.326
C (-1.0611, -0.5762, -2.0938)  -0.087
H (-0.1423, -1.1163, -1.8293)  0.075
C (-0.8459, 0.3075, -3.2496)  0.366
H (-0.3937, -0.1579, -4.1390)  -0.010
C (-1.0710, 1.6642, -3.1484)  -0.085
H (-0.6928, 2.3309, -3.9379)  0.016
C (-1.7317, 2.1833, -2.0270)  0.368
H (-1.9558, 3.2463, -2.0047)  -0.016
C (-2.1180, 1.3693, -0.9519)  -0.108
H (-2.7011, 1.8195, -0.1366)  -0.004
C (-0.5957, -2.1023, 0.7174)  -0.012
C (0.6309, -1.8343, 0.0935)  0.055
H (0.8877, -0.7948, -0.1591)  -0.030
C (1.5286, -2.8543, -0.2227)  0.002
H (2.3650, -2.6462, -0.8976)  0.000
C (1.3462, -4.1236, 0.3496)  -0.001
H (2.1179, -4.8864, 0.2354)  0.000
C (0.1778, -4.3638, 1.0917)  0.001
H (0.0317, -5.3398, 1.5502)  0.000
C (-0.8012, -3.3775, 1.2517)  0.000
H (-1.7194, -3.5977, 1.7953)  0.000
H (-2.9338, -0.5486, 1.7689)  0.003
Cl (-0.5928, 0.6933, 2.0469)  0.009
C (5.0322, 0.3420, 1.9874)  0.009
P (3.2799, 0.7683, 2.1353)  0.138
C (2.4579, -0.7731, 2.6209)  0.006
C (3.1654, 1.8205, 3.6187)  0.020
C (3.6090, 1.3802, 4.8655)  -0.006
C (3.4469, 2.2094, 5.9783)  0.000
C (2.8365, 3.4630, 5.8463)  0.000
C (2.3713, 3.9016, 4.6025)  -0.014
C (2.5178, 3.0686, 3.4890)  0.020
P (1.9416, 3.5532, 1.8162)  0.149
C (0.1872, 3.9494, 2.0252)  0.002
C (2.7136, 5.1710, 1.5381)  0.012
H (5.3754, -0.1300, 2.9186)  0.000
H (5.1586, -0.3420, 1.1380)  0.000
H (5.6077, 1.2563, 1.8007)  0.000
H (2.9546, -1.2063, 3.5007)  0.005
H (1.4147, -0.5421, 2.8739)  -0.004
H (2.4775, -1.4854, 1.7841)  0.000
H (4.1011, 0.4064, 4.9658)  0.005
H (3.8243, 1.8796, 6.9535)  -0.001
H (2.6993, 4.1012, 6.7196)  -0.001
H (1.8681, 4.8650, 4.5036)  0.005
H (0.0803, 4.8964, 2.5706)  0.002
H (-0.2668, 4.0175, 1.0289)  0.004
H (-0.2838, 3.1331, 2.5890)  -0.003
H (2.3174, 5.8851, 2.2709)  0.000
H (3.8002, 5.0981, 1.6654)  -0.001
H (2.4678, 5.5215, 0.5267)  -0.001

3.
Formula: C39H44AsBBrF10N6PRuS3
Source: OMol25
Level of theory: ωB97M-V/def2-TZVPD

Results
calculated total energy: -9304.43097 Eh
⟨S²⟩: 0.7675
energy above the lowest of the compared OMol25 structures with the same formula, charge and spin: 2.6497 eV
spin multiplicity: 2
total charge: +3

Last column: Mulliken spin population.
Geometry (Å):
Ru (0.0182, 0.2022, -0.6087)  0.014
C (-2.8657, -1.9939, 3.8897)  0.000
C (-1.8679, -3.1298, 4.1330)  0.000
C (-2.1164, -3.7359, 5.5088)  0.000
C (-1.9444, -4.2287, 3.0687)  0.000
N (-0.4517, -2.5416, 4.1152)  0.000
C (0.3989, -2.5344, 5.1615)  0.000
C (1.5718, -1.9359, 4.7520)  0.000
N (1.4398, -1.6299, 3.4513)  0.000
B (2.4724, -0.7648, 2.6354)  0.000
N (1.9370, 0.6540, 2.8886)  0.001
C (2.6617, 1.4915, 3.6962)  0.001
C (1.9180, 2.5957, 3.9211)  0.000
N (0.7172, 2.4309, 3.2746)  0.000
C (0.7664, 1.2455, 2.6257)  0.000
S (-0.5369, 0.7089, 1.5620)  0.002
C (-0.3201, 3.5569, 3.3570)  0.000
C (-0.5006, 3.8912, 4.8411)  0.000
C (0.2616, 4.7397, 2.5813)  0.000
C (-1.6728, 3.1726, 2.7761)  0.000
N (2.7830, -1.2341, 1.1612)  0.001
C (3.4629, -2.4355, 1.0192)  0.000
C (4.1744, -2.3690, -0.1207)  -0.001
N (3.9409, -1.1274, -0.7037)  0.000
C (3.0315, -0.4854, 0.0619)  -0.001
S (2.1715, 1.0048, -0.1957)  0.000
C (4.7023, -0.7122, -1.9839)  0.000
C (6.1823, -0.9913, -1.7041)  0.000
C (4.5313, 0.7665, -2.3035)  0.001
C (4.2219, -1.5422, -3.1556)  0.001
C (0.1990, -1.9796, 3.0564)  0.000
S (-0.3987, -1.6555, 1.5163)  0.001
H (-3.8699, -2.4193, 3.8749)  0.000
H (-2.7132, -1.4972, 2.9358)  0.000
H (-2.8184, -1.2598, 4.6982)  0.000
H (-3.1247, -4.1480, 5.5059)  0.000
H (-2.0748, -2.9910, 6.3070)  0.000
H (-1.4300, -4.5561, 5.7331)  0.000
H (-2.9173, -4.7142, 3.1439)  0.000
H (-1.1738, -4.9846, 3.2325)  0.000
H (-1.8559, -3.8370, 2.0534)  0.000
H (0.1415, -2.9253, 6.1316)  0.000
H (2.4789, -1.7468, 5.3067)  0.000
H (3.5170, -0.8470, 3.2098)  0.000
H (3.6457, 1.2326, 4.0490)  0.000
H (2.1524, 3.4806, 4.4875)  0.000
H (0.3833, 4.3511, 5.2813)  0.000
H (-0.7651, 3.0022, 5.4178)  0.000
H (-1.3143, 4.6102, 4.9375)  0.000
H (1.2131, 5.0753, 2.9965)  0.000
H (-0.4363, 5.5774, 2.6340)  0.000
H (0.4113, 4.4836, 1.5291)  0.000
H (-2.0964, 2.2829, 3.2422)  0.000
H (-1.6450, 3.0427, 1.6900)  0.000
H (-2.3500, 4.0016, 2.9768)  0.000
H (3.4328, -3.2131, 1.7698)  0.000
H (4.8519, -3.0878, -0.5505)  0.000
H (6.5175, -0.4720, -0.8039)  0.000
H (6.7699, -0.6208, -2.5448)  0.000
H (6.4032, -2.0545, -1.6003)  0.000
H (4.8135, 1.4083, -1.4693)  0.000
H (3.5166, 1.0097, -2.6147)  0.000
H (5.2036, 0.9870, -3.1338)  0.000
H (4.4254, -2.6039, -3.0201)  0.000
H (4.7461, -1.2078, -4.0551)  0.000
H (3.1628, -1.4121, -3.3118)  0.000
F (1.6370, 4.5977, -5.8306)  0.002
C (1.2673, 3.5017, -5.2225)  0.010
C (1.2059, 2.3030, -5.9080)  -0.002
F (1.5044, 2.2536, -7.1876)  0.000
C (0.8181, 1.1533, -5.2413)  -0.016
F (0.7268, 0.0364, -5.9617)  0.002
C (0.5214, 1.1383, -3.8906)  0.042
P (-0.0922, -0.2904, -2.9300)  -0.009
C (0.6775, -1.8747, -3.3335)  0.011
C (0.7954, -2.4895, -4.5840)  -0.005
C (1.3558, -3.7496, -4.6969)  0.000
C (1.7769, -4.4356, -3.5668)  0.001
C (1.6536, -3.8466, -2.3181)  0.000
C (1.1173, -2.5757, -2.2047)  0.002
C (-1.7938, -0.2082, -3.6466)  0.272
C (-2.1616, -0.9337, -4.8992)  0.167
C (-3.3716, -0.7756, -5.4776)  0.016
C (-4.2813, 0.0682, -4.8799)  0.236
C (-3.9315, 0.7916, -3.6393)  0.225
C (-2.7242, 0.6227, -3.0534)  -0.026
C (0.5363, 2.3675, -3.2525)  0.009
Br (-0.0266, 2.5428, -1.4482)  -0.001
C (0.9128, 3.5310, -3.8779)  0.000
F (0.9370, 4.6775, -3.2194)  0.000
H (0.4586, -2.0068, -5.4873)  0.001
H (1.4475, -4.2057, -5.6746)  0.000
H (2.1894, -5.4325, -3.6620)  0.000
H (1.9562, -4.3826, -1.4288)  0.000
H (1.0244, -2.1436, -1.2281)  0.002
H (-1.4539, -1.6222, -5.3374)  0.024
H (-3.6287, -1.3149, -6.3774)  0.004
H (-5.2724, 0.1894, -5.3062)  -0.008
H (-4.6654, 1.4489, -3.1901)  -0.006
H (-2.5038, 1.1137, -2.1231)  0.005
F (-1.8012, -1.0990, -0.7400)  0.008
As (-2.9161, -2.5590, -0.9700)  0.001
F (-3.3736, -2.3232, 0.6599)  0.000
F (-4.0978, -1.4301, -1.4854)  -0.001
F (-3.8929, -3.9119, -1.2208)  0.000
F (-2.2693, -2.5773, -2.5915)  0.014
F (-1.5458, -3.4800, -0.4615)  0.001

4.
Formula: C39H44BGeN6O6PRuS4
Source: OMol25
Level of theory: ωB97M-V/def2-TZVPD

Results
calculated total energy: -6423.32746 Eh
energy above the lowest of the compared OMol25 structures with the same formula, charge and spin: 0.2458 eV
spin multiplicity: 1

Last column: Löwdin charge in e.
Geometry (Å):
Ru (-1.0580, -0.3477, 0.9273)  0.711
C (-4.8341, 0.1804, -1.3139)  -0.050
N (-4.4956, 1.3739, -0.5603)  -0.124
C (-5.4157, 2.2347, -0.0013)  -0.035
C (-4.7079, 3.2322, 0.5721)  -0.045
N (-3.3688, 2.9903, 0.3641)  -0.013
B (-2.2877, 4.0907, 0.5981)  -0.419
N (-1.0892, 3.6566, 1.5318)  0.025
C (-0.0448, 4.5309, 1.6785)  -0.054
C (0.7656, 4.0692, 2.6635)  -0.030
N (0.2070, 2.9084, 3.1176)  -0.112
C (0.7868, 2.0387, 4.1319)  -0.014
C (-0.9099, 2.6521, 2.3971)  -0.630
S (-1.8997, 1.2484, 2.6381)  0.713
C (-3.2520, 1.8397, -0.3027)  -0.688
S (-1.7747, 1.0911, -0.8070)  0.701
H (-5.4591, 0.4503, -2.1638)  0.099
H (-5.3653, -0.5255, -0.6773)  0.076
H (-3.9105, -0.2709, -1.6659)  0.043
H (-6.4739, 2.0470, -0.0373)  0.124
H (-5.0381, 4.1113, 1.0946)  0.120
H (-1.8112, 4.4026, -0.4655)  0.075
H (-2.8543, 5.0067, 1.1468)  0.079
H (0.0306, 5.4184, 1.0751)  0.125
H (1.6736, 4.4671, 3.0806)  0.125
H (1.3784, 2.6482, 4.8111)  0.096
H (1.4164, 1.2903, 3.6586)  0.076
H (-0.0045, 1.5269, 4.6695)  0.071
O (-3.1149, -5.1879, 3.5668)  -0.282
S (-2.3062, -4.0659, 3.9503)  0.645
O (-1.0058, -4.3150, 4.4829)  -0.271
N (-2.2415, -3.0360, 2.6387)  -0.079
C (-3.0207, -2.0343, 2.8099)  -0.690
S (-3.3979, -0.8773, 1.5432)  0.642
C (-3.6327, -1.9090, 4.1656)  -0.221
C (-4.3706, -0.8639, 4.6877)  -0.023
C (-4.7113, -0.9151, 6.0353)  -0.056
C (-4.3222, -1.9884, 6.8296)  -0.059
C (-3.5759, -3.0377, 6.3011)  -0.022
C (-3.2534, -2.9716, 4.9648)  -0.215
H (-4.6486, -0.0269, 4.0600)  0.099
H (-5.2665, -0.0979, 6.4764)  0.107
H (-4.5918, -2.0055, 7.8774)  0.108
H (-3.2466, -3.8653, 6.9150)  0.124
C (-2.8408, -3.3069, -0.4447)  -0.256
P (-1.3156, -2.3431, -0.3171)  0.769
C (-0.0575, -3.5677, 0.0889)  -0.222
C (-0.9637, -1.9651, -2.0598)  -0.245
H (-2.6804, -4.0741, -1.2045)  0.060
H (-3.6723, -2.6677, -0.7334)  0.020
H (-3.0614, -3.7683, 0.5144)  0.032
H (-0.1495, -4.3927, -0.6203)  0.061
H (-0.1966, -3.9219, 1.1073)  0.042
H (0.9195, -3.1021, -0.0060)  0.023
H (-0.7841, -2.9004, -2.5937)  0.059
H (-0.0769, -1.3374, -2.1235)  0.018
H (-1.8008, -1.4310, -2.5069)  0.029
O (0.7146, 0.8730, 1.3545)  -0.107
C (1.4801, 0.1377, 0.6718)  -0.657
O (0.9882, -0.5145, -0.2855)  -0.100
C (2.9334, 0.0058, 1.0007)  -0.128
C (3.8770, 0.3725, -0.1692)  -0.226
Ge (3.2156, 0.2072, -2.0164)  1.010
C (2.9882, -1.6048, -2.6866)  -0.261
C (2.9499, -2.7050, -1.8323)  -0.116
C (2.8212, -3.9936, -2.3329)  -0.091
C (2.7275, -4.1988, -3.7021)  -0.092
C (2.7803, -3.1146, -4.5676)  -0.084
C (2.9167, -1.8286, -4.0623)  -0.107
C (1.7950, 1.4550, -2.4761)  -0.282
C (0.9451, 1.2309, -3.5583)  -0.121
C (-0.0130, 2.1715, -3.9162)  -0.096
C (-0.1395, 3.3455, -3.1891)  -0.102
C (0.6885, 3.5727, -2.0999)  -0.096
C (1.6468, 2.6349, -1.7472)  -0.098
C (4.7354, 0.9081, -3.0709)  -0.255
C (6.0567, 0.7699, -2.6420)  -0.107
C (7.1160, 1.2451, -3.4040)  -0.093
C (6.8727, 1.8636, -4.6216)  -0.098
C (5.5674, 2.0102, -5.0677)  -0.089
C (4.5125, 1.5416, -4.2953)  -0.108
H (3.0509, -1.0504, 1.2527)  0.125
H (3.1590, 0.6003, 1.8849)  0.117
H (4.7799, -0.2313, -0.0822)  0.066
H (4.1810, 1.4180, -0.0881)  0.074
H (3.0276, -2.5549, -0.7607)  0.092
H (2.7985, -4.8385, -1.6552)  0.105
H (2.6228, -5.2024, -4.0948)  0.101
H (2.7248, -3.2715, -5.6377)  0.102
H (2.9939, -0.9925, -4.7492)  0.094
H (1.0319, 0.3134, -4.1316)  0.092
H (-0.6645, 1.9836, -4.7612)  0.102
H (-0.8942, 4.0742, -3.4572)  0.104
H (0.5802, 4.4800, -1.5195)  0.094
H (2.2858, 2.8307, -0.8914)  0.102
H (6.2706, 0.2831, -1.6969)  0.088
H (8.1325, 1.1298, -3.0483)  0.100
H (7.6969, 2.2348, -5.2177)  0.099
H (5.3696, 2.4936, -6.0167)  0.100
H (3.4960, 1.6834, -4.6475)  0.091
O (-0.4096, -1.0156, 4.0013)  -0.115
N (0.4613, -1.5621, 3.3829)  -0.152
O (0.3122, -1.5768, 2.0836)  -0.321